<one>
Molecular formula: H3NOPS
Method: DFT, the ωB97M-V functional and the def2-TZVPD basis

Last column: natural (NBO) charge in e.
Element x y z (Å)
1 N 1.5209 1.5467 1.1811  -0.73
2 O -1.2951 0.5678 -0.4177  -1.24
3 P -0.6987 -0.8130 -0.4575  0.68
4 S 2.5648 0.3779 0.7762  0.27
5 H 0.6691 1.2396 0.6391  0.39
6 H -1.0465 -1.3428 -1.7205  -0.19
7 H -1.7146 -1.5760 -0.0006  -0.18

Properties
HOMO (alpha / beta): -2.4861 / -2.6181 eV
total charge: -1
E_LUMO (alpha / beta): 2.346 / 2.614 eV
Kohn-Sham gap (alpha / beta): 4.83 / 5.23 eV

=====

<two>
Molecular formula: H3NOPS
Method: DFT, the ωB97M-V functional and the def2-TZVPD basis

Last column: natural (NBO) charge in e.
Element x y z (Å)
1 N -0.9627 0.9558 0.0201  -0.51
2 O 0.4190 0.6659 0.1157  -0.72
3 P 0.7689 -0.9598 0.2109  0.54
4 S -1.7992 -0.5348 -0.1385  -0.42
5 H -1.3412 1.5611 0.7303  0.33
6 H 2.2844 -0.6332 0.3364  -0.15
7 H 0.6309 -1.0551 -1.2748  -0.07

Properties
HOMO: -1.8662 eV
total charge: -1
E_LUMO: 4.226 eV
Kohn-Sham gap: 6.09 eV

=====

Short version: <one> is the most stable of them.

=====

<one>
Molecular formula: C6H16
Method: DFT, the ωB97M-V functional and the def2-TZVPD basis

Last column: natural (NBO) charge in e.
Element x y z (Å)
1 C -1.3659 3.1684 -0.6930  -0.62
2 C -0.6371 1.7694 -0.7566  -0.41
3 C -1.7017 0.7182 -1.1345  -0.63
4 H -2.4809 2.9952 -0.8935  0.21
5 H -1.0258 3.8485 0.0770  0.22
6 H -1.1722 3.6931 -1.6384  0.20
7 H -0.1690 1.6452 0.3270  0.20
8 H 0.0743 1.9074 -1.5236  0.21
9 H -2.6802 0.8997 -0.7185  0.21
10 H -1.6399 -0.3585 -0.7122  0.21
11 H -1.7430 0.5542 -2.2255  0.21
12 C 1.4745 -2.7022 -0.1086  -0.61
13 C 1.1550 -1.3325 0.5812  -0.42
14 C 1.1091 -1.3926 2.0270  -0.59
15 H 0.6752 -3.6096 -0.2798  0.21
16 H 2.1115 -3.2106 0.6426  0.20
17 H 2.1379 -2.4981 -0.9389  0.21
18 H 2.0665 -0.8623 0.2504  0.20
19 H 0.3770 -0.7460 0.2193  0.21
20 H 0.4275 -2.2114 2.5757  0.19
21 H 2.1802 -1.6954 2.3668  0.19
22 H 0.8271 -0.5802 2.5561  0.21

Properties
HOMO: -10.7960 eV
total charge: 0
E_LUMO: 1.061 eV
Kohn-Sham gap: 11.86 eV
SMILES string: CCC.CCC

=====

<two>
Molecular formula: C6H16
Method: DFT, the ωB97M-V functional and the def2-TZVPD basis

Last column: natural (NBO) charge in e.
Element x y z (Å)
1 C -0.8932 -0.0670 2.8226  -0.61
2 C -0.6770 0.1834 1.2958  -0.21
3 C -1.8149 -0.4141 0.4295  -0.61
4 C -0.4882 1.7116 1.1644  -0.61
5 H -0.5335 0.8265 3.3109  0.21
6 H -0.3459 -0.9427 3.1751  0.21
7 H -1.9162 -0.2707 3.1334  0.21
8 H 0.2319 -0.2366 0.8304  0.19
9 H -2.2212 -1.2808 0.9577  0.20
10 H -2.6700 0.2511 0.3860  0.20
11 H -1.3423 -0.6914 -0.5023  0.21
12 H 0.5418 1.8852 1.4961  0.21
13 H -0.6796 2.1722 0.1971  0.21
14 H -1.1200 2.2966 1.8473  0.20
15 C 2.5934 -0.6922 -2.4654  -0.60
16 C 1.1182 -0.6904 -2.9682  -0.60
17 H 3.2031 -0.2762 -3.2514  0.20
18 H 2.7851 -0.2165 -1.5082  0.20
19 H 2.8403 -1.7534 -2.3484  0.19
20 H 0.5064 -1.0212 -2.1275  0.20
21 H 1.0665 -1.3409 -3.8357  0.21
22 H 0.9235 0.3639 -3.1701  0.20

Properties
HOMO: -10.9875 eV
total charge: 0
E_LUMO: 1.043 eV
Kohn-Sham gap: 12.03 eV
SMILES string: CC(C)C.CC

=====

<three>
Molecular formula: C6H16
Method: DFT, the ωB97M-V functional and the def2-TZVPD basis

Last column: natural (NBO) charge in e.
Element x y z (Å)
1 C 0.2193 -1.5448 -2.0357  -0.61
2 C -0.2510 -0.5987 -0.9398  -0.22
3 C -0.6105 0.8400 -1.3102  -0.61
4 C -1.5170 -1.2243 -0.3073  -0.61
5 H -0.6636 -1.7356 -2.6606  0.20
6 H 0.5000 -2.5477 -1.7216  0.21
7 H 0.9744 -1.0517 -2.6476  0.21
8 H 0.4869 -0.5354 -0.1395  0.19
9 H 0.2194 1.4941 -1.5965  0.21
10 H -1.2573 0.8845 -2.1919  0.20
11 H -1.0825 1.2712 -0.4302  0.21
12 H -1.2793 -2.2766 -0.1565  0.20
13 H -1.7969 -0.7691 0.6466  0.20
14 H -2.4081 -1.0505 -0.9149  0.20
15 C 0.9854 0.4923 2.5263  -0.62
16 C 1.1071 1.7094 1.5849  -0.61
17 H 0.0396 0.5171 3.0629  0.21
18 H 1.1993 -0.4015 1.9482  0.20
19 H 1.7237 0.5368 3.3315  0.20
20 H 2.0915 2.1765 1.5536  0.20
21 H 0.3584 2.4653 1.8104  0.20
22 H 0.9612 1.3485 0.5879  0.20

Properties
HOMO: -11.1388 eV
total charge: 0
E_LUMO: 1.091 eV
Kohn-Sham gap: 12.23 eV
SMILES string: CC(C)C.CC

=====

<four>
Molecular formula: C6H16
Method: DFT, the ωB97M-V functional and the def2-TZVPD basis

Last column: natural (NBO) charge in e.
Element x y z (Å)
1 C 0.4771 1.7637 1.2279  -0.63
2 C 1.7518 0.9481 0.7804  -0.21
3 C 1.2528 -0.4795 0.3746  -0.61
4 C 2.2382 1.6765 -0.4968  -0.61
5 H 0.4395 1.6087 2.3099  0.21
6 H -0.3869 1.1365 0.9788  0.20
7 H 0.2709 2.7327 0.7939  0.22
8 H 2.4057 0.8652 1.6476  0.20
9 H 0.6265 -0.1992 -0.4666  0.20
10 H 2.0814 -1.1190 0.0901  0.21
11 H 0.6506 -0.9094 1.1728  0.20
12 H 2.2048 2.7615 -0.4204  0.21
13 H 3.1843 1.3352 -0.9014  0.21
14 H 1.4510 1.4861 -1.2404  0.20
15 C -2.5629 -2.4390 -0.5612  -0.61
16 C -2.1085 -0.9667 -0.8763  -0.62
17 H -3.6260 -2.3871 -0.3774  0.21
18 H -2.2612 -3.0852 -1.3851  0.20
19 H -1.9641 -2.8330 0.2623  0.20
20 H -1.2953 -0.6756 -0.2342  0.21
21 H -2.9050 -0.2397 -0.7279  0.20
22 H -1.9247 -0.9807 -1.9505  0.21

Properties
HOMO: -10.9467 eV
total charge: 0
E_LUMO: 1.138 eV
Kohn-Sham gap: 12.08 eV
SMILES string: CC(C)C.CC

=====

Short version: <three> is the most stable of them.

=====

<one>
Molecular formula: C6H16
Method: DFT, the ωB97M-V functional and the def2-TZVPD basis

Last column: natural (NBO) charge in e.
Element x y z (Å)
1 C -1.3753 0.4517 -1.5360  -0.60
2 C 0.0331 -0.2195 -1.6812  -0.22
3 C 0.3579 -1.0922 -0.4737  -0.61
4 C -0.1317 -1.0942 -2.9721  -0.61
5 H -1.5227 0.8598 -0.5317  0.20
6 H -2.0925 -0.3559 -1.6061  0.20
7 H -1.4896 1.2347 -2.2840  0.21
8 H 0.7547 0.5507 -1.9525  0.20
9 H 0.8871 -0.4870 0.2666  0.22
10 H -0.5804 -1.4324 -0.0165  0.20
11 H 0.8703 -2.0026 -0.7751  0.21
12 H -1.1530 -1.2211 -3.3145  0.20
13 H 0.3266 -0.6403 -3.8548  0.21
14 H 0.3333 -2.0766 -2.8541  0.20
15 C 0.4743 1.3908 3.5510  -0.61
16 C 0.6768 0.4329 2.3994  -0.61
17 H 0.0909 2.3307 3.1449  0.21
18 H -0.1322 0.9320 4.3309  0.21
19 H 1.4481 1.7574 3.9059  0.20
20 H 1.4914 -0.2925 2.4663  0.21
21 H 0.9966 1.0594 1.5550  0.20
22 H -0.2639 -0.0857 2.2322  0.21

Properties
HOMO: -10.9386 eV
total charge: 0
E_LUMO: 1.059 eV
Kohn-Sham gap: 12.00 eV
SMILES string: CC(C)C.CC

=====

<two>
Molecular formula: C6H16
Method: DFT, the ωB97M-V functional and the def2-TZVPD basis

Last column: natural (NBO) charge in e.
Element x y z (Å)
1 C -1.5984 -0.6739 -1.4132  -0.63
2 C -0.3318 -0.8889 -2.2162  -0.40
3 C 0.0908 -2.3418 -2.1672  -0.62
4 H -1.3262 -0.5956 -0.3489  0.20
5 H -2.4858 -1.3137 -1.4644  0.22
6 H -2.0643 0.3145 -1.5107  0.20
7 H -0.5832 -0.6568 -3.2750  0.20
8 H 0.5295 -0.2728 -1.9592  0.21
9 H -0.2797 -3.0545 -2.8698  0.21
10 H 1.0634 -2.1975 -2.7086  0.20
11 H 0.2108 -2.8268 -1.2100  0.21
12 C 0.9153 0.7515 2.9187  -0.63
13 C 0.3866 0.7374 1.4680  -0.43
14 C 0.4911 2.1545 1.0208  -0.61
15 H 1.7026 1.4390 3.2014  0.22
16 H 0.2548 1.3783 3.6734  0.20
17 H 0.8939 -0.2219 3.5443  0.22
18 H -0.6418 0.4437 1.5412  0.21
19 H 1.0696 0.0599 0.9700  0.21
20 H 1.4298 2.5458 1.5818  0.20
21 H -0.4018 2.7566 1.2338  0.21
22 H 0.6747 2.4630 -0.0102  0.21

Properties
HOMO: -10.9296 eV
total charge: 0
E_LUMO: 1.100 eV
Kohn-Sham gap: 12.03 eV
SMILES string: CCC.CCC

=====

<three>
Molecular formula: C6H16
Method: DFT, the ωB97M-V functional and the def2-TZVPD basis

Last column: natural (NBO) charge in e.
Element x y z (Å)
1 C 2.0213 1.1153 0.2355  -0.61
2 C 2.1247 1.2242 -1.3140  -0.38
3 C 2.3521 -0.1345 -1.9068  -0.60
4 H 2.2152 2.1596 0.7009  0.21
5 H 2.8723 0.4988 0.5513  0.19
6 H 1.1116 0.5781 0.5312  0.20
7 H 1.0680 1.7749 -1.5496  0.20
8 H 2.9926 1.6778 -1.5060  0.19
9 H 3.2654 -0.6867 -1.6299  0.21
10 H 1.3997 -0.7657 -1.5997  0.19
11 H 2.3861 0.0155 -2.9209  0.20
12 C -2.6328 0.1904 0.2854  -0.60
13 C -2.6123 -0.7013 1.5135  -0.41
14 C -1.4424 -1.6117 1.2115  -0.60
15 H -3.3698 1.0755 0.4088  0.20
16 H -1.6104 0.7344 0.1651  0.21
17 H -2.9642 -0.3751 -0.5605  0.21
18 H -2.5133 -0.1716 2.3739  0.19
19 H -3.3726 -1.3530 1.6949  0.20
20 H -0.5808 -0.9601 0.9287  0.19
21 H -1.0321 -2.1661 2.1087  0.21
22 H -1.6784 -2.1186 0.2780  0.21

Properties
HOMO: -11.0757 eV
total charge: 0
E_LUMO: 1.106 eV
Kohn-Sham gap: 12.18 eV
SMILES string: CCC.CCC

=====

Short version: <one> is the most stable of them.

=====

<one>
Molecular formula: C6H16
Method: DFT, the ωB97M-V functional and the def2-TZVPD basis

Last column: natural (NBO) charge in e.
Element x y z (Å)
1 C 1.8484 1.2725 0.5045  -0.61
2 C 1.3324 0.1500 -0.3654  -0.23
3 C 2.4440 -0.5367 -1.2100  -0.61
4 C 0.6994 -0.9370 0.5254  -0.60
5 H 2.8474 1.1218 0.9168  0.21
6 H 1.2436 1.3872 1.4165  0.20
7 H 1.7797 2.2469 0.0557  0.21
8 H 0.5641 0.4989 -1.0363  0.20
9 H 2.0461 -0.6925 -2.2120  0.21
10 H 3.3629 0.0366 -1.2396  0.21
11 H 2.7601 -1.4944 -0.8251  0.20
12 H -0.1313 -0.4699 1.0747  0.20
13 H 0.1547 -1.7480 0.0369  0.21
14 H 1.4396 -1.3783 1.1851  0.20
15 C -2.8404 -0.1282 -0.4968  -0.61
16 C -3.1727 0.2274 0.9394  -0.61
17 H -2.1065 0.4888 -1.0090  0.21
18 H -2.3083 -1.0609 -0.5344  0.20
19 H -3.7250 -0.3014 -1.1071  0.20
20 H -2.2820 0.5486 1.4639  0.20
21 H -3.8117 1.1087 0.9720  0.21
22 H -3.5021 -0.6272 1.5155  0.21

Properties
HOMO: -11.0132 eV
total charge: 0
E_LUMO: 1.084 eV
Kohn-Sham gap: 12.10 eV
SMILES string: CC(C)C.CC

=====

<two>
Molecular formula: C6H16
Method: DFT, the ωB97M-V functional and the def2-TZVPD basis

Last column: natural (NBO) charge in e.
Element x y z (Å)
1 C 2.0561 -1.7311 1.2941  -0.62
2 C 0.7763 -1.0237 0.8525  -0.39
3 C 0.1670 -2.0696 -0.2655  -0.61
4 H 2.7314 -1.5936 0.3020  0.21
5 H 2.6231 -1.3277 2.1893  0.21
6 H 1.6585 -2.7834 1.4468  0.21
7 H -0.1102 -0.7836 1.6478  0.19
8 H 0.9354 -0.0962 0.3188  0.19
9 H 0.4144 -1.6173 -1.2079  0.20
10 H 0.7546 -2.9976 -0.1654  0.20
11 H -0.8300 -2.1020 -0.0722  0.20
12 C -0.1253 1.9650 -1.4893  -0.60
13 C -1.5020 2.0992 -0.6360  -0.39
14 C -1.4559 0.8584 0.2773  -0.61
15 H 0.7342 1.7577 -0.8566  0.20
16 H 0.0584 2.9893 -2.0138  0.20
17 H -0.2292 1.2324 -2.2277  0.20
18 H -1.4319 2.9296 -0.0205  0.19
19 H -2.4187 2.2593 -1.1641  0.20
20 H -1.4363 -0.1006 -0.2208  0.20
21 H -0.5498 0.8585 0.9196  0.21
22 H -2.4008 0.7855 0.9256  0.20

Properties
HOMO: -10.8223 eV
total charge: 0
E_LUMO: 1.056 eV
Kohn-Sham gap: 11.88 eV
SMILES string: CCC.CCC

=====

Short version: <one> is the most stable of them.